Entry 1:
Below is 2 unconnected molecules or ions with the total composition BrF2NS in a non-equilibrium geometry, with properties calculated with wB97M-V/def2-TZVPD.

## Properties
relative energy (zero: lowest compared OMol25 entry of this formula, charge and spin): 71.2 kcal per mole
maximum force: 2.20 eV/Å
molar mass: 163.97 u
charge: 0
HOMO-LUMO gap (alpha / beta): 8.38 / 8.40 eV
multiplicity: 1

Cartesian coordinates (Å):
N1 -1.6931 -1.2557 0.3625
F1 2.4532 -0.1687 0.4554
F2 0.6525 0.4625 -1.1597
S1 1.2344 0.8757 0.3101
Br1 -2.6470 0.0862 0.0317

***

Entry 2:
Below is a molecular structure, C27H33N2W in a non-equilibrium geometry, with properties calculated with wB97M-V/def2-TZVPD.

## Properties
relative energy (zero: lowest compared OMol25 entry of this formula, charge and spin): 0.0 kcal per mole
maximum force: 8.21 eV/Å
molar mass: 569.42 u
charge: +1
HOMO-LUMO gap (alpha / beta): 7.72 / 7.11 eV
multiplicity: 3

Cartesian coordinates (Å):
C1 0.9241 -2.3055 0.2035
C2 1.7898 -1.4181 -0.5427
C3 1.3864 -1.4732 -1.9225
C4 0.1963 -2.2774 -2.0089
C5 -0.0720 -2.8178 -0.6996
W1 -0.2102 -0.6783 -0.6621
C6 -2.3955 0.9638 -0.5125
C7 -1.8249 0.4620 0.6720
H1 -1.4846 1.1531 1.4524
C8 -1.7295 -0.9686 0.9032
H2 -2.5649 -1.5615 0.5291
H3 -1.3038 -1.2934 1.8488
C9 -2.4905 2.4514 -0.7238
H4 -1.8752 3.0067 -0.0049
H5 -2.1623 2.7396 -1.7332
H6 -3.5317 2.7943 -0.6120
C10 -3.1189 0.1204 -1.5056
H7 -3.0130 -0.9633 -1.3611
H8 -4.2008 0.3487 -1.4930
H9 -2.7864 0.3366 -2.5367
C11 2.9524 -0.6409 -0.0095
H10 2.8339 -0.3949 1.0512
H11 3.8955 -1.1971 -0.1168
H12 3.0771 0.3158 -0.5301
C12 2.0916 -0.8329 -3.0683
H13 2.4760 0.1546 -2.7864
H14 2.9469 -1.4345 -3.4108
H15 1.4129 -0.7205 -3.9194
C13 -0.6309 -2.5047 -3.2241
H16 -0.6406 -1.6139 -3.8680
H17 -0.2509 -3.3402 -3.8269
H18 -1.6650 -2.7516 -2.9431
C14 -1.1095 -3.8419 -0.4017
H19 -2.0456 -3.6388 -0.9300
H20 -0.7663 -4.8316 -0.7294
H21 -1.3282 -3.9067 0.6674
C15 1.1266 -2.7857 1.5944
H22 0.1621 -2.9278 2.0950
H23 1.6559 -3.7466 1.6105
H24 1.7204 -2.0712 2.1697
C16 0.3048 1.3055 -1.5474
C17 0.9050 2.2419 -0.7045
C18 0.0370 1.5973 -2.8978
C19 1.3333 3.4629 -1.2512
H25 1.0219 2.0142 0.3645
C20 0.4085 2.8426 -3.4096
H26 -0.4594 0.8565 -3.5401
C21 1.0778 3.7624 -2.5948
H27 1.8588 4.1741 -0.6149
H28 0.1803 3.0794 -4.4514
H29 1.3968 4.7196 -3.0119
N1 -0.3352 0.1760 7.8366
C22 -0.0650 0.5016 6.7436
C23 0.2372 0.9233 5.3885
C24 0.5897 -0.0091 4.4046
C25 0.8950 0.4642 3.1198
N2 0.6243 1.7083 2.7175
C26 0.3282 2.6057 3.6680
C27 0.1402 2.2722 5.0173
H30 0.6207 -1.0835 4.5900
H31 1.3482 -0.2022 2.3777
H32 0.2538 3.6431 3.3456
H33 -0.1485 3.0353 5.7356

***

Entry 3:
Below is a single C16H12N4O3S2 molecule in a non-equilibrium geometry, with properties calculated with wB97M-V/def2-TZVPD.

## Properties
relative energy (zero: lowest compared OMol25 entry of this formula, charge and spin): 0.0 kcal per mole
maximum force: 1.91 eV/Å
SMILES: O=C(CSc1nnc(-c2cccnc2)s1)Nc1ccc(C(=O)O)cc1
molar mass: 372.43 u
charge: 0
HOMO-LUMO gap: 8.47 eV
multiplicity: 1

Cartesian coordinates (Å):
O1 1.8127 2.3387 -0.2928
C1 1.5791 1.4452 0.4825
C2 0.2540 1.3736 1.2346
S1 -0.4785 -0.3045 1.2095
C3 -2.0816 0.0572 0.6855
N1 -2.5414 1.2453 0.4628
N2 -3.8013 1.2546 0.0860
C4 -4.3592 0.0949 0.0071
C5 -5.7313 -0.1242 -0.3746
C6 -6.5547 0.9579 -0.7012
C7 -7.8657 0.7085 -1.0573
C8 -8.3096 -0.6081 -1.0755
N3 -7.5383 -1.6377 -0.7689
C9 -6.2879 -1.4046 -0.4291
S2 -3.2530 -1.2209 0.4314
N4 2.4333 0.4410 0.8210
C10 3.7350 0.2099 0.3728
C11 4.3927 1.0597 -0.5151
C12 5.6867 0.7751 -0.8978
C13 6.3458 -0.3513 -0.4083
C14 7.7335 -0.6068 -0.8414
O2 8.3569 0.0916 -1.6020
O3 8.2672 -1.7163 -0.3002
C15 5.6838 -1.2023 0.4751
C16 4.3912 -0.9223 0.8602
H1 0.4095 1.6483 2.2795
H2 -0.4705 2.0477 0.7798
H3 -6.1502 1.9576 -0.6678
H4 -8.5321 1.5164 -1.3158
H5 -9.3274 -0.8539 -1.3471
H6 -5.6933 -2.2771 -0.1858
H7 2.0851 -0.2574 1.4659
H8 3.8875 1.9315 -0.8948
H9 6.2117 1.4231 -1.5827
H10 9.1754 -1.8269 -0.6215
H11 6.1894 -2.0762 0.8540
H12 3.8775 -1.5821 1.5455

***

Entry 4:
Below is a single ClH3NPS molecule in a non-equilibrium geometry, with properties calculated with wB97M-V/def2-TZVPD.

## Properties
relative energy (zero: lowest compared OMol25 entry of this formula, charge and spin): 133.5 kcal per mole
maximum force: 4.25 eV/Å
SMILES: N=[S@@H](=P)Cl
molar mass: 115.52 u
charge: 0
HOMO-LUMO gap (alpha / beta): 6.53 / 6.53 eV
multiplicity: 1

Cartesian coordinates (Å):
N1 0.2327 1.5154 1.0354
S1 0.0362 0.2203 -0.1314
P1 -0.5085 -1.7172 0.7279
Cl1 -0.8300 0.5832 -2.1591
H1 -0.6333 1.3860 1.6894
H2 1.2330 0.1119 -0.8920
H3 0.4699 -2.0996 -0.2703

***

Entry 5:
Below is 9 unconnected molecules or ions with the total composition C31H40Br2Cl32F5N6O8S3 in a non-equilibrium geometry, with properties calculated with wB97M-V/def2-TZVPD.

## Properties
maximum force: 3.56 eV/Å
molar mass: 2110.19 u
charge: +1
HOMO-LUMO gap: 7.92 eV
multiplicity: 1

Cartesian coordinates (Å):
C1 -1.3945 2.7331 -6.8960
C2 -0.3967 3.8374 -6.5602
O1 0.7759 3.3699 -5.9180
C3 0.7198 3.3155 -4.5181
C4 0.5709 1.8672 -4.0367
O2 0.4622 1.9580 -2.6290
C5 0.0625 0.8464 -1.8986
N1 0.3265 -0.3670 -2.6249
C6 -1.4871 0.9981 -1.6041
N2 -2.1640 1.8806 -2.5455
C7 -1.8041 1.2840 -0.1194
C8 -3.2833 1.0947 0.2136
S1 -3.6315 1.5043 1.9640
C9 -5.2296 0.7115 2.2952
C10 -5.2454 0.1978 3.7505
S2 -1.4314 3.0883 0.2593
C11 -2.9268 4.0584 0.2008
O3 -0.9352 3.1392 1.6158
O4 -0.6089 3.6603 -0.7723
N3 -0.9236 0.3559 0.5973
S3 -1.3318 -1.2358 0.9327
O5 -0.0888 -1.8657 1.2899
O6 -2.3633 -1.2691 1.9264
C12 -2.0004 -2.4018 -0.3887
F1 -1.8608 -3.6029 0.2096
F2 -1.3064 -2.4655 -1.5370
C13 -3.5193 -2.3401 -0.7800
F3 -4.3186 -2.1548 0.2609
F4 -3.7224 -1.3799 -1.7044
F5 -3.8179 -3.5095 -1.3507
C14 0.4746 0.6430 0.5395
N4 1.0958 0.6117 1.6951
C15 0.4067 0.5400 2.9870
C16 0.7970 1.6874 3.9443
O7 0.5929 1.2226 5.2680
C17 2.5629 0.5484 1.7440
C18 3.0215 -0.3874 2.8878
O8 2.8752 -1.5878 2.7602
N5 3.6036 0.2233 4.0105
C19 4.9311 0.7776 3.6911
C20 3.7271 -0.7552 5.1013
N6 0.9929 0.8280 -0.6852
C21 2.2618 1.4226 -1.0101
Br1 3.3300 0.3857 -2.2041
C22 2.7683 2.5839 -0.5651
C23 2.1199 3.5301 0.3993
Br2 4.4632 3.2102 -1.0880
H1 -1.7285 2.1981 -6.0015
H2 -2.2875 3.1927 -7.3227
H3 -0.9643 2.0048 -7.5835
H4 -0.9171 4.6112 -5.9867
H5 -0.0682 4.2764 -7.5044
H6 1.6234 3.7295 -4.0599
H7 -0.1205 3.8878 -4.1053
H8 1.4574 1.3183 -4.3610
H9 -0.3216 1.4623 -4.5158
H10 -0.4627 -0.7161 -3.1480
H11 0.7443 -1.0922 -2.0594
H12 -1.9055 -0.0058 -1.7452
H13 -3.1340 1.9999 -2.2794
H14 -2.2102 1.4121 -3.4458
H15 -3.6120 0.0632 0.0963
H16 -3.9040 1.6790 -0.4635
H17 -5.4645 -0.0704 1.5741
H18 -5.9881 1.4894 2.2078
H19 -5.2886 -0.8878 3.7855
H20 -4.3376 0.4983 4.2777
H21 -6.0825 0.6381 4.2886
H22 -3.5563 3.7804 -0.6433
H23 -2.5507 5.0637 0.0024
H24 -3.4487 4.0364 1.1503
H25 0.5265 -0.4379 3.4566
H26 -0.6721 0.6509 2.8783
H27 1.8242 2.0185 3.8012
H28 0.1319 2.5361 3.7894
H29 1.4450 1.0904 5.6929
H30 3.0256 1.5218 1.8868
H31 2.9495 0.0266 0.8708
H32 5.6359 0.0039 3.3732
H33 4.8713 1.5824 2.9570
H34 5.3282 1.2278 4.6023
H35 4.4608 -1.5342 4.8745
H36 4.0521 -0.2444 6.0094
H37 2.7677 -1.2293 5.3049
H38 1.3938 3.0925 1.0780
H39 2.9155 3.9499 1.0226
H40 1.7173 4.3781 -0.1504
C24 4.3369 -3.2723 -0.4226
Cl1 5.0010 -1.6545 -0.1779
Cl2 2.5680 -3.1781 -0.5580
Cl3 5.0110 -3.9348 -1.9105
Cl4 4.7591 -4.2978 0.9369
C25 3.7244 -8.7460 -0.5848
Cl5 5.2783 -7.9410 -0.3704
Cl6 3.9685 -10.4870 -0.7294
Cl7 2.6909 -8.4156 0.8135
Cl8 2.9320 -8.1411 -2.0453
C26 6.8938 -7.6796 3.7680
Cl9 7.3672 -5.9843 3.5822
Cl10 6.6842 -8.0470 5.4816
Cl11 5.3777 -7.9547 2.9073
Cl12 8.1493 -8.7169 3.0889
C27 -0.9071 -2.7818 -5.7568
Cl13 -1.9847 -2.7689 -4.3405
Cl14 0.4439 -3.8662 -5.4353
Cl15 -1.8061 -3.3384 -7.1630
Cl16 -0.2998 -1.1514 -6.0545
C28 -3.7697 5.2146 -9.7528
Cl17 -4.1268 3.4846 -9.6805
Cl18 -4.8908 6.0900 -8.7063
Cl19 -2.1123 5.4993 -9.2010
Cl20 -3.9414 5.7808 -11.4116
C29 -0.5560 6.8535 2.3950
Cl21 -2.0615 7.4923 1.7202
Cl22 0.4365 6.1919 1.0911
Cl23 0.3125 8.1468 3.2146
Cl24 -0.9219 5.5587 3.5439
C30 -4.9072 -2.6840 6.5224
Cl25 -4.2229 -1.1083 6.9340
Cl26 -6.5560 -2.4588 5.9165
Cl27 -3.9394 -3.4737 5.2786
Cl28 -4.9539 -3.6986 7.9634
C31 0.2115 -5.9957 3.1599
Cl29 1.7840 -5.3608 3.6380
Cl30 0.3584 -7.7062 2.7305
Cl31 -0.9194 -5.8612 4.5084
Cl32 -0.3944 -5.0559 1.7945

***

Entry 6:
Below is a single C6H9N molecule, with properties calculated with wB97M-V/def2-TZVPD.

## Properties
relative energy (zero: lowest compared OMol25 entry of this formula, charge and spin): 76.8 kcal per mole
maximum force: 0.53 eV/Å
molar mass: 95.14 u
charge: 0
HOMO-LUMO gap: 7.66 eV
multiplicity: 1

Cartesian coordinates (Å):
C1 -1.6888 -0.7405 -0.6148
C2 -0.4913 -0.3571 0.1854
C3 0.2891 0.9377 0.2021
C4 1.3329 0.8321 1.3088
C5 0.9980 1.1536 -1.1483
C6 1.1483 -0.4267 1.7652
N1 0.0554 -1.1131 1.0840
H1 -2.5866 -0.2767 -0.1889
H2 -1.6023 -0.3765 -1.6424
H3 -1.8495 -1.8225 -0.6396
H4 -0.4099 1.7729 0.3701
H5 1.7389 0.3632 -1.3120
H6 1.5304 2.1061 -1.1080
H7 0.3063 1.1704 -1.9985
H8 1.6522 -1.0185 2.5212
H9 -0.2545 -2.0633 1.2751

***

Entry 7:
Below is a molecular structure, C16H39BF2NO3PS2Sb in a non-equilibrium geometry, with properties calculated with wB97M-V/def2-TZVPD.

## Properties
maximum force: 1.45 eV/Å
molar mass: 559.17 u
charge: -1
HOMO-LUMO gap: 7.07 eV
multiplicity: 1

Cartesian coordinates (Å):
C1 3.8008 -1.9824 1.9164
C2 4.8380 -0.8706 1.7540
C3 6.1110 -1.3374 1.0282
C4 6.2329 -0.9280 -0.4383
C5 5.1586 -1.4696 -1.3839
C6 3.8093 -0.7525 -1.4070
C7 3.8677 0.7491 -1.7301
C8 2.7581 1.5331 -1.0261
C9 1.3755 1.2239 -1.5865
C10 0.2570 2.0161 -0.9143
C11 -0.0771 1.4991 0.4909
C12 -0.6608 2.5673 1.4353
C13 -2.1036 2.3019 1.8692
C14 -3.0640 2.0264 0.7061
C15 -4.3596 1.3487 1.1452
C16 -4.1579 -0.1187 1.5407
Sb1 -4.7320 -1.6588 0.0616
F1 -5.3565 -3.0414 -1.2309
P1 -2.6964 -3.1191 0.6931
S1 -1.9935 -4.2059 -0.7940
B1 -3.6053 -0.7124 -1.6534
N1 -4.2106 -0.1701 -2.8435
O1 -2.2532 -0.6565 -1.4599
S2 -6.9546 -0.3836 -0.4349
O2 -7.8758 -1.1885 -1.1884
O3 -7.4612 0.1437 0.8096
F2 -6.7355 0.9550 -1.3769
H1 3.5989 -2.4469 0.9522
H2 2.8539 -1.5683 2.2601
H3 4.1427 -2.7382 2.6175
H4 5.1224 -0.5396 2.7542
H5 4.4022 -0.0036 1.2589
H6 6.9716 -0.9118 1.5472
H7 6.1997 -2.4215 1.1226
H8 7.1885 -1.3225 -0.7920
H9 6.3178 0.1570 -0.4978
H10 4.9944 -2.5172 -1.1195
H11 5.5552 -1.4770 -2.4008
H12 3.2469 -0.9055 -0.4872
H13 3.2176 -1.2256 -2.1920
H14 3.7654 0.8738 -2.8093
H15 4.8198 1.1898 -1.4376
H16 2.7969 1.3152 0.0422
H17 2.9529 2.5978 -1.1742
H18 1.1586 0.1554 -1.5370
H19 1.3930 1.4889 -2.6478
H20 -0.6374 1.9210 -1.5373
H21 0.5080 3.0770 -0.8868
H22 -0.7929 0.6850 0.3894
H23 0.8203 1.0797 0.9438
H24 -0.0433 2.6099 2.3340
H25 -0.6170 3.5636 0.9921
H26 -2.4860 3.2027 2.3554
H27 -2.1663 1.5087 2.6150
H28 -3.3311 3.0029 0.2882
H29 -2.5775 1.4821 -0.1001
H30 -4.7253 1.9021 2.0145
H31 -5.1149 1.4972 0.3752
H32 -3.0897 -0.2780 1.7104
H33 -4.6459 -0.3744 2.4794
H34 -5.6630 -2.4714 1.2508
H35 -3.1131 -3.9665 1.7451
H36 -1.6913 -2.3411 1.3153
H37 -4.2285 0.8438 -2.8279
H38 -5.1569 -0.5041 -2.9776
H39 -1.8578 0.0906 -1.9209

***

Entry 8:
Below is a single C3H8BNO molecule in a non-equilibrium geometry, with properties calculated with wB97M-V/def2-TZVPD.

## Properties
relative energy (zero: lowest compared OMol25 entry of this formula, charge and spin): 143.3 kcal per mole
maximum force: 4.43 eV/Å
SMILES: B[C@H]1CCNO1
molar mass: 84.91 u
charge: 0
HOMO-LUMO gap: 8.10 eV
multiplicity: 1

Cartesian coordinates (Å):
B1 2.1245 -0.3305 -1.3671
C1 0.2867 0.0355 -0.8783
C2 -0.1784 -0.5346 0.4250
C3 -1.5875 0.3407 0.6007
N1 -1.2110 1.5706 -0.0469
O1 0.0670 1.4057 -0.6540
H1 2.5692 -1.2035 -0.7916
H2 2.6520 0.2480 -2.3739
H3 -0.3362 -0.2917 -1.7183
H4 0.4181 -0.1984 1.2493
H5 -0.1635 -1.6126 0.3359
H6 -2.4591 -0.1985 0.1417
H7 -1.7562 0.5951 1.6872
H8 -1.9397 1.9831 -0.7309